# C45H48N4O6W

A molecular structure, C45H48N4O6W (ωB97M-V/def2-TZVPD, OMol25).

Structure (XYZ):
```
104
Properties=species:S:1:pos:R:3:forces:R:3:mulliken_charge:R:1
W 0.0525 0.8249 0.1493 -0.856 0.002 0.385 0.782
O -4.3154 1.0414 0.2325 0.471 -0.062 -0.045 -0.519
C -3.0256 1.1323 0.3992 0.050 -0.209 -0.278 -0.103
O -2.1810 0.5092 -0.2618 -0.372 0.276 0.374 -0.407
C -2.5521 2.0003 1.4958 0.096 -0.097 0.062 0.112
C -3.3023 2.7820 2.3495 0.202 -0.054 -0.035 -0.601
C -2.6418 3.3999 3.4165 0.095 -0.118 -0.037 -0.919
C -1.2997 3.1269 3.6467 -0.070 -0.040 -0.082 -0.701
C -0.6326 2.3232 2.7323 -0.094 0.087 0.059 0.286
N -1.2282 1.8450 1.6549 -0.085 0.021 -0.054 0.965
C 0.7820 1.8491 2.8309 0.376 0.001 0.116 -0.215
O 1.4870 1.9089 3.7769 -0.249 -0.017 -0.414 -0.520
O 1.1506 1.2959 1.6137 0.091 -0.066 0.039 0.239
H -4.5313 0.4877 -0.5422 0.014 0.051 0.061 0.597
H -4.3668 2.8856 2.1990 -0.040 0.021 -0.009 0.672
H -3.1923 4.0367 4.0947 -0.006 0.020 0.016 0.562
H -0.7656 3.5095 4.5052 -0.004 0.011 0.033 0.612
C -3.4476 -2.3258 3.5174 0.036 0.013 -0.019 -1.679
C -2.7645 -0.9616 3.3482 -0.010 0.066 -0.127 1.386
C -3.4533 0.0304 4.2927 0.005 0.062 -0.037 -1.759
C -1.2742 -1.0654 3.6101 0.030 -0.078 0.093 1.238
C -0.8646 -1.2576 4.9290 0.003 -0.031 -0.075 -0.227
C 0.4552 -1.5084 5.2452 0.035 0.019 -0.025 -1.748
C 1.4026 -1.5995 4.2391 -0.063 -0.005 0.036 -0.094
C 1.0500 -1.4085 2.9113 -0.064 0.033 0.010 0.339
C 2.0852 -1.6054 1.8272 -0.080 0.055 -0.185 2.143
C 3.4476 -1.0454 2.2177 0.031 0.001 -0.011 -1.588
C 2.1801 -3.0869 1.4414 0.000 0.028 0.057 -1.605
C -0.2854 -1.0946 2.6177 -0.074 0.074 -0.011 -1.461
N -0.6247 -0.8529 1.2233 0.323 -0.045 -0.330 1.299
C -1.1218 -1.9462 0.5415 -0.092 -0.215 0.156 -0.102
O -1.6131 -2.9416 1.0140 0.083 0.246 -0.099 -0.580
C -0.8153 -1.8603 -0.9236 -0.056 -0.057 -0.026 0.266
C -1.0268 -2.8480 -1.8667 0.077 0.112 0.044 -0.646
C -0.4452 -2.6956 -3.1236 0.043 0.082 0.097 -0.875
C 0.3682 -1.5930 -3.3891 -0.145 0.088 0.099 -0.834
C 0.5071 -0.6510 -2.3927 0.271 -0.161 -0.125 0.397
N -0.0989 -0.7817 -1.2195 0.090 -0.121 -0.201 0.706
C 1.4436 0.5046 -2.3688 0.141 0.251 -0.306 0.164
O 1.9106 1.0082 -3.3492 -0.185 -0.110 0.434 -0.486
N 1.6726 0.9454 -1.0176 -0.391 -0.058 0.268 1.212
C 2.9183 1.7065 -0.9207 -0.058 -0.059 -0.044 0.013
C 2.9552 3.0557 -0.5413 0.037 0.026 0.077 0.445
C 4.1637 3.7365 -0.6704 -0.033 -0.096 0.048 -0.489
C 5.3022 3.1093 -1.1321 -0.067 0.006 -0.012 -1.701
C 5.2560 1.7648 -1.4462 -0.050 -0.034 0.018 -0.605
C 4.0810 1.0324 -1.3504 0.149 0.060 0.001 0.502
C 4.1740 -0.4525 -1.6732 -0.075 -0.043 0.043 1.539
C 5.3297 -1.1029 -0.8894 -0.002 -0.017 0.004 -2.001
C 4.4126 -0.7352 -3.1626 -0.041 0.016 -0.011 -1.700
C 1.8067 3.8441 0.0566 -0.251 -0.187 -0.030 1.588
C 1.3720 5.0232 -0.8159 0.027 -0.030 0.032 -1.711
C 2.1525 4.3122 1.4729 0.030 0.014 -0.059 -1.816
H -4.5231 -2.2240 3.3696 -0.035 -0.001 -0.025 0.480
H -3.0637 -3.0702 2.8288 0.033 -0.015 -0.041 0.347
H -3.2882 -2.6853 4.5342 -0.003 -0.019 0.032 0.381
H -2.9096 -0.6383 2.3082 0.013 -0.017 0.058 -0.561
H -3.7090 -0.4532 5.2344 0.020 -0.004 0.050 0.548
H -2.8257 0.8860 4.5345 0.035 0.076 -0.020 0.290
H -4.3912 0.3862 3.8648 -0.062 0.002 -0.018 0.367
H -1.6039 -1.2401 5.7168 -0.047 -0.003 0.055 0.505
H 0.7448 -1.6584 6.2750 0.021 -0.002 0.055 0.420
H 2.4264 -1.8271 4.4953 0.051 -0.024 0.003 0.493
H 1.7506 -1.0742 0.9212 0.180 -0.079 0.184 -0.861
H 3.9360 -1.6770 2.9594 0.007 -0.011 0.030 0.672
H 4.0955 -1.0173 1.3484 -0.003 -0.017 0.007 -0.240
H 3.3731 -0.0382 2.6274 -0.016 0.024 -0.007 0.286
H 2.5629 -3.6725 2.2776 0.005 -0.011 0.037 0.426
H 1.2081 -3.5049 1.1754 -0.035 0.008 -0.025 0.367
H 2.8633 -3.2218 0.6017 0.032 0.007 -0.034 0.303
H -1.5874 -3.7285 -1.5861 -0.023 -0.009 -0.003 0.662
H -0.5788 -3.4604 -3.8761 -0.004 -0.017 -0.017 0.555
H 0.8992 -1.4693 -4.3219 0.000 0.003 -0.034 0.672
H 4.2120 4.7785 -0.3900 -0.008 0.074 0.010 0.444
H 6.2266 3.6601 -1.2268 0.038 0.027 -0.010 0.441
H 6.1571 1.2634 -1.7681 0.052 -0.018 -0.027 0.406
H 3.2414 -0.9437 -1.3619 0.052 0.043 0.028 -0.238
H 6.2668 -0.9762 -1.4300 0.034 0.001 -0.001 0.515
H 5.4678 -0.6695 0.0979 -0.003 0.006 -0.015 0.603
H 5.1668 -2.1747 -0.7802 -0.007 -0.036 -0.017 0.403
H 5.4024 -0.3846 -3.4508 0.040 0.051 -0.020 0.467
H 4.3903 -1.8104 -3.3393 0.017 -0.062 -0.006 0.426
H 3.6948 -0.2552 -3.8213 -0.028 -0.005 -0.007 0.274
H 0.9287 3.1750 0.1441 0.322 0.206 0.034 -0.730
H 2.1489 5.7869 -0.8414 0.039 -0.007 -0.003 0.422
H 1.1782 4.7277 -1.8460 -0.011 -0.026 -0.046 0.403
H 0.4736 5.4926 -0.4118 -0.024 0.008 0.017 0.399
H 2.9157 5.0883 1.4313 0.005 0.031 0.019 0.516
H 1.2819 4.7516 1.9651 -0.043 0.010 0.010 0.391
H 2.5543 3.5079 2.0865 0.023 0.012 -0.023 0.282
C -0.7450 2.4322 -1.2243 0.118 0.083 -0.143 -0.991
C -1.7850 2.2278 -2.2880 -0.010 0.131 0.063 0.067
C -1.4930 1.6497 -3.5209 -0.032 -0.021 -0.008 -0.169
C -2.4782 1.5109 -4.4887 0.015 0.013 0.015 -1.131
C -3.7654 1.9706 -4.2553 0.013 0.019 0.045 -0.657
C -4.0555 2.6074 -3.0556 0.007 -0.040 -0.045 -0.899
C -3.0721 2.7328 -2.0882 0.026 0.018 -0.004 -0.406
H -1.1092 3.1926 -0.5202 0.091 -0.105 -0.076 0.893
H 0.1685 2.8188 -1.6752 -0.146 -0.004 -0.010 0.695
H -0.4840 1.3498 -3.7650 0.013 0.002 0.000 0.737
H -2.2279 1.0692 -5.4431 0.001 -0.019 -0.034 0.502
H -4.5249 1.8742 -5.0169 -0.036 -0.006 -0.040 0.453
H -5.0362 3.0317 -2.8883 -0.030 0.004 0.007 0.490
H -3.2971 3.2877 -1.1819 0.010 -0.012 0.027 0.509
```
Positions in Å, forces in eV/Å.

**Multiplicity**: 1
**Charge**: +2
**ΔE to the lowest compared entry with this formula, charge and spin**: 0.433 eV
**HOMO energy**: -13.7 eV
**M**: 924.741 u
**Orbital gap**: 5.5 eV